DFT (ωB97M-V with the def2-TZVPD basis set) results for a 14-piece molecular cluster, C48H116N8O20 overall in a non-equilibrium geometry.

Last column: Löwdin charge in e.
CARTESIAN COORDINATES (ANGSTROEM)
C 20.3333 10.7137 10.3770  -0.09
O 19.4152 11.8022 10.4455  -0.23
C 19.9985 12.9887 10.0806  -0.25
C 18.9866 14.0744 9.8558  -0.18
O 18.3177 13.7854 8.6122  -0.18
C 17.7150 14.9655 8.0704  -0.09
H 19.7059 9.8274 10.5469  0.08
H 21.1138 10.8486 11.1858  0.10
H 20.7518 10.6376 9.3078  0.12
H 20.3761 12.8096 9.0702  0.12
H 20.9102 13.3610 10.6152  0.14
H 19.5317 14.9847 9.7509  0.11
H 18.2098 14.1782 10.6275  0.12
H 17.6807 14.9171 6.9782  0.09
H 18.3417 15.8331 8.3011  0.08
H 16.7244 15.1676 8.4462  0.07
C 11.5595 16.9597 14.5268  -0.10
O 11.0951 16.0225 15.5241  -0.21
C 12.1392 14.9909 15.6595  -0.17
C 11.8188 14.3401 16.9553  -0.26
O 12.1536 15.1852 17.9950  -0.23
C 11.6613 14.7405 19.2741  -0.08
H 11.9391 16.4084 13.5768  0.10
H 12.4812 17.4751 14.8670  0.07
H 10.7246 17.5446 14.3070  0.03
H 13.1368 15.4604 15.6942  0.11
H 12.0333 14.3000 14.7771  0.13
H 12.4401 13.3636 17.0800  0.16
H 10.7455 14.1023 16.9870  0.13
H 10.5708 14.7652 19.2735  0.07
H 11.9776 15.3982 20.0657  0.09
H 11.8725 13.6416 19.3266  0.10
C 17.6213 20.5730 13.9171  -0.14
O 16.6559 20.8702 14.9045  -0.21
C 16.5628 22.3290 15.0705  -0.14
C 15.4630 22.5076 16.0875  -0.20
O 14.2893 21.9244 15.5576  -0.20
C 13.1551 22.2473 16.3331  -0.13
H 17.4136 21.0005 12.8817  0.09
H 17.6401 19.5014 13.8796  0.06
H 18.6017 20.9196 14.2550  0.09
H 16.2614 22.6420 14.0678  0.11
H 17.4948 22.7597 15.3706  0.12
H 15.2727 23.5777 16.2617  0.13
H 15.7380 22.0204 17.0439  0.14
H 12.3070 21.7073 15.8588  0.08
H 12.8705 23.2654 16.3987  0.08
H 13.2261 21.9343 17.3868  0.09
C 9.7391 15.5423 11.8288  -0.13
O 11.0770 15.6806 11.5170  -0.20
C 11.3014 16.5296 10.4258  -0.19
C 11.1816 15.8331 9.0254  -0.21
O 12.2460 14.9236 8.8462  -0.18
C 11.9579 14.3167 7.6085  -0.12
H 9.0728 15.1047 11.0896  0.09
H 9.2847 16.4434 12.2584  0.09
H 9.6588 14.8621 12.6727  0.09
H 12.2905 16.9700 10.5437  0.13
H 10.5520 17.3383 10.3803  0.11
H 11.1098 16.6172 8.2654  0.12
H 10.2632 15.2279 8.9601  0.11
H 12.0398 15.0244 6.8052  0.07
H 10.8808 13.9724 7.6363  0.10
H 12.7199 13.5616 7.3491  0.10
C 16.4297 9.6087 10.6232  -0.10
O 15.5332 10.6771 10.9709  -0.16
C 16.0889 11.8715 10.5116  -0.26
C 15.1505 13.0136 10.6494  -0.19
O 14.8911 13.3774 12.0343  -0.20
C 13.6686 14.2404 12.1428  -0.04
H 15.8246 8.7005 10.4066  0.09
H 17.2460 9.4417 11.3817  0.09
H 16.9858 9.8119 9.7070  0.07
H 16.3314 11.7506 9.4534  0.12
H 17.1167 12.0596 10.9379  0.12
H 14.1945 12.6940 10.1792  0.13
H 15.5106 13.8973 10.0645  0.12
H 13.3612 14.6349 11.1676  0.07
H 13.8945 15.0458 12.8356  0.06
H 12.8511 13.6521 12.6161  0.09
C 12.8269 22.3821 13.0335  -0.11
O 12.1750 22.4883 11.7986  -0.15
C 13.0872 22.1967 10.7973  -0.24
C 12.4640 22.3486 9.3728  -0.14
O 11.4585 21.3674 9.0875  -0.22
C 11.9323 20.0299 9.1897  -0.12
H 12.1768 22.5786 13.8716  0.06
H 13.6420 23.1697 13.0377  0.12
H 13.2580 21.4085 13.2557  0.08
H 13.5496 21.1816 10.9184  0.13
H 13.9003 22.8446 10.8908  0.08
H 13.2148 22.1570 8.5818  0.12
H 11.9155 23.2950 9.2712  0.13
H 12.9751 19.8595 8.8639  0.07
H 11.2410 19.4674 8.4808  0.11
H 11.8439 19.6503 10.2266  0.07
C 18.3912 13.7564 16.1642  0.00
C 19.4112 14.2966 15.2572  -0.57
O 19.8622 15.4610 15.4077  -0.02
N 19.8040 13.5452 14.2364  0.03
C 19.1970 12.2767 13.8779  -0.05
H 17.7323 12.9517 15.8285  0.09
H 17.6505 14.5244 16.3118  0.05
H 18.8365 13.5227 17.1272  0.10
H 20.4166 14.0198 13.5831  0.11
H 19.4219 11.4877 14.5784  0.08
H 19.6693 11.9827 12.9097  0.08
H 18.1162 12.4756 13.7611  0.09
C 18.7947 18.7364 10.9292  0.02
C 18.0158 18.9374 9.5491  -0.49
O 18.6044 19.5542 8.5834  -0.06
N 16.8269 18.4539 9.4578  0.02
C 15.8962 18.7572 8.4441  -0.04
H 18.9006 17.6459 11.0488  0.07
H 18.1052 19.0756 11.7551  0.07
H 19.7463 19.2274 10.9626  0.05
H 16.5295 17.8936 10.2083  0.07
H 15.2015 19.4777 8.8545  0.06
H 15.2287 17.8629 8.3487  0.11
H 16.3673 19.1144 7.5747  0.08
C 9.1558 20.8449 11.4736  0.02
C 9.8975 20.1841 12.6078  -0.51
O 10.6758 19.2284 12.4996  0.02
N 9.7602 20.7494 13.8366  0.00
C 10.1125 20.0512 15.0028  -0.11
H 8.9082 21.8466 11.7851  0.08
H 8.2604 20.2502 11.2316  0.10
H 9.7565 20.8213 10.5740  0.06
H 9.1261 21.5309 13.9314  0.14
H 9.5393 19.1249 15.0842  0.08
H 9.8976 20.7021 15.8399  0.09
H 11.1883 19.7505 15.0900  0.09
C 15.5180 14.5266 18.9558  0.01
C 15.8381 15.4977 17.9010  -0.56
O 15.3887 15.3768 16.7611  0.02
N 16.5885 16.4980 18.4309  0.05
C 17.1918 17.4642 17.4183  -0.01
H 15.7886 14.7881 19.9590  0.08
H 16.0798 13.6427 18.8563  0.07
H 14.4830 14.2318 18.9147  0.07
H 17.0483 16.3245 19.2866  0.11
H 16.6409 18.4254 17.3088  0.09
H 17.0723 16.9136 16.5098  0.04
H 18.2389 17.6535 17.5728  0.08
C 16.8594 15.3613 13.5145  0.02
C 16.2055 16.5292 12.9150  -0.52
O 16.1842 16.7834 11.6956  0.00
N 15.6766 17.4289 13.7516  0.05
C 14.7940 18.4882 13.3395  -0.06
H 16.8195 14.5182 12.8589  0.07
H 16.4238 15.1662 14.4602  0.06
H 17.9339 15.5765 13.6670  0.10
H 15.5767 17.2296 14.7432  0.12
H 13.8099 18.2660 12.9571  0.08
H 15.2271 19.0916 12.5682  0.07
H 14.7900 19.1296 14.2336  0.09
C 16.2940 22.8097 9.4312  0.00
C 17.3672 22.8240 10.5080  -0.54
O 17.1150 23.3504 11.5804  0.03
N 18.4935 22.1661 10.1217  0.03
C 19.6623 22.1519 11.0109  -0.06
H 16.5920 22.5552 8.4314  0.07
H 15.8991 23.7605 9.2584  0.06
H 15.4602 22.1378 9.6584  0.06
H 18.4504 21.5350 9.3348  0.09
H 19.9570 23.1923 11.1757  0.09
H 20.4939 21.5932 10.5532  0.09
H 19.4225 21.6914 11.9688  0.06
C 13.2287 18.9439 17.4712  0.02
C 11.8474 19.0797 17.9984  -0.61
O 11.4278 20.0571 18.5744  0.04
N 11.1345 17.9623 17.8658  0.04
C 9.6916 17.9474 18.2155  -0.03
H 13.9513 18.5576 18.2552  0.11
H 13.5296 19.9110 17.1539  0.04
H 13.3455 18.2664 16.6227  0.06
H 11.4775 17.2787 17.2267  0.08
H 9.4351 16.8975 18.4634  0.08
H 9.1354 18.1523 17.3188  0.06
H 9.4313 18.5099 19.1156  0.09
C 21.7111 17.6547 13.2864  0.02
C 22.3187 16.3769 12.8429  -0.54
O 22.9756 16.3926 11.7979  0.03
N 22.2381 15.2679 13.6280  -0.01
C 23.2301 14.2182 13.5565  -0.07
H 21.3290 17.6138 14.2850  0.07
H 20.8466 17.7288 12.6640  0.06
H 22.4234 18.4231 13.1098  0.09
H 21.9199 15.4857 14.5536  0.09
H 24.1529 14.6707 13.1670  0.09
H 23.0277 13.3847 12.9012  0.07
H 23.3624 13.8298 14.5749  0.09

Forces on atoms 1 to 3 (eV/Å):
C -0.20 0.23 -0.56
O 0.07 -1.15 1.16
C 0.85 0.95 -1.66

total charge	0
LUMO energy	0.426	eV
frontier orbital gap	9.576	eV
highest occupied orbital energy	-9.2	eV
relative energy (zero: lowest compared OMol25 entry of this formula, charge and spin)	22.68	kcal per mole